Record 1
Below is a molecular structure, C27H25Br2NZn at a distorted geometry, with properties calculated with ωB97M-V with the def2-TZVPD basis set.

Last column: Mulliken charge in e.
Element x y z (Å)
Br -5.4415 -0.2597 -0.9468  -0.20
Zn -3.8603 -0.7270 -2.5180  0.35
Br -1.6558 -1.4352 -2.7219  -0.21
C -0.9551 -0.4983 1.5993  -1.33
C 0.0756 0.4079 1.4770  -1.03
C 1.4323 -0.1921 1.3109  0.29
C 1.0420 -1.6872 1.4297  -0.09
C -0.3425 -1.8280 1.7067  0.51
C -0.8731 -3.0919 2.0467  -0.66
C 0.0216 -4.2081 2.1176  -0.44
C 1.3040 -4.0963 1.5922  -0.87
C 1.7917 -2.8434 1.1988  0.03
H -2.0132 -0.3030 1.6620  0.59
H -0.0284 1.4832 1.3325  1.00
H 2.2701 0.1959 2.0083  0.55
H -1.9587 -3.2666 2.2265  0.36
H -0.3483 -5.1995 2.4305  0.32
H 1.9387 -4.9698 1.4793  0.40
H 2.7599 -2.7548 0.6923  0.45
C -0.7303 1.2618 -1.3257  -0.94
C 0.4879 2.0653 -1.0581  -0.29
N 0.5508 3.3918 -1.3941  0.14
C -0.5498 4.1513 -1.9245  -0.98
C 1.8368 3.8823 -1.1984  0.23
C 2.5998 2.8182 -0.6104  0.62
C 3.9510 3.0888 -0.3224  -0.01
C 4.4852 4.3587 -0.6354  -1.01
C 3.6827 5.3526 -1.2064  -0.55
C 2.3449 5.1170 -1.5275  -1.17
C 1.7304 1.6309 -0.5673  0.44
C 1.9735 0.1943 -0.1347  1.33
C 3.4791 -0.1760 -0.2992  -0.22
C 4.1411 0.1281 -1.5282  -0.22
C 5.4859 -0.2711 -1.7157  -0.96
C 6.1863 -0.8660 -0.6790  1.05
C 7.6807 -1.1049 -0.7704  -1.59
C 5.5391 -1.2019 0.4999  -1.30
C 4.1968 -0.8487 0.7023  -0.42
H -0.5121 0.1779 -1.4076  -0.48
H -1.3876 1.4326 -0.4514  0.28
H -1.2173 1.5484 -2.2700  0.72
H -0.2020 5.1317 -2.2007  0.35
H -0.9922 3.6559 -2.8050  0.29
H -1.3565 4.2798 -1.1902  0.28
H 4.5910 2.3097 0.0801  0.52
H 5.5225 4.5922 -0.3946  0.38
H 4.0981 6.3284 -1.4102  0.40
H 1.7034 5.8646 -1.9937  0.22
H 1.3296 -0.5461 -0.7754  0.27
H 3.6889 0.6957 -2.3700  0.35
H 6.0083 -0.1056 -2.6702  0.34
H 8.0439 -1.7800 -0.0065  0.35
H 7.9536 -1.4993 -1.7401  0.38
H 8.2398 -0.1741 -0.6791  0.29
H 6.0115 -1.7618 1.3088  0.29
H 3.6925 -1.0579 1.6621  0.61

Cartesian forces, eV/Å:
Br 0.16 -0.01 -0.62
Zn 0.87 -0.34 0.91
Br -1.34 -0.36 -0.67
C 2.26 1.03 0.37
C -1.83 0.02 0.20
C 0.58 -0.20 -0.40
C 0.47 -0.50 -0.07
C 0.21 -0.85 0.33
C 0.49 -0.44 -0.03
C -1.05 0.44 -0.64
C -0.13 0.42 0.06
C 0.31 0.47 0.08
H -0.05 0.17 -0.01
H -0.19 -0.32 0.37
H -1.77 -0.72 -0.48
H 1.00 0.39 0.01
H 0.14 0.69 -0.15
H -0.12 0.07 0.05
H -0.33 -0.22 0.52
C -0.04 -0.03 0.45
C 1.98 -0.57 -0.08
N 0.18 0.28 -0.22
C -0.60 -0.36 -0.12
C -0.57 -1.60 0.56
C -0.08 -0.02 -0.39
C 0.17 0.62 -0.39
C -0.56 -0.75 0.46
C -0.38 -0.03 -0.22
C 0.48 0.42 0.30
C -1.21 0.79 -0.33
C -0.07 -1.32 -0.50
C -0.29 0.16 -0.86
C 0.70 -0.54 0.04
C -1.01 0.56 0.01
C 0.97 -0.53 0.56
C -0.26 0.17 -0.40
C -1.10 0.19 0.52
C -0.17 0.45 -0.33
H 0.03 1.16 0.46
H -0.26 -0.34 -0.69
H 0.07 0.06 0.38
H 0.05 0.26 -0.19
H 0.25 0.27 0.21
H 0.20 -0.06 -0.03
H -0.06 0.17 0.04
H -0.25 -0.17 -0.09
H 0.12 0.04 -0.07
H 0.37 -0.03 0.15
H 1.30 1.48 0.55
H -0.10 -0.57 0.92
H -0.38 0.16 0.48
H -0.04 -0.17 0.17
H 0.06 -0.26 -0.29
H -0.09 0.15 0.14
H 0.28 0.30 -0.32
H 0.60 -0.06 -0.70

The value obtained for the energy relative to the best compared isomer or geometry (same formula, charge and spin) is 0.0 kcal per mole. Its HOMO energy is -7.412 eV. As for the HOMO-LUMO gap: 5.9 eV.

Record 2
Below is a molecular structure, C27H25Cl2N7O2RuS, with properties calculated with ωB97M-V with the def2-TZVPD basis set.

Last column: Mulliken charge in e.
Element x y z (Å)
Ru 0.0119 0.5456 -0.2247  0.34
Cl 2.0665 3.6488 5.4544  -0.10
C 1.1319 2.8596 4.2867  0.23
C 1.7441 2.3303 3.1722  -0.79
C 0.9664 1.6937 2.2069  0.58
N 1.4251 1.1091 1.0613  0.15
C 2.7572 0.9299 0.7231  0.00
O 3.7114 1.3216 1.3428  -0.63
C 2.8924 0.1168 -0.5396  0.77
C 4.1442 -0.2393 -0.9938  -0.71
C 4.2403 -1.0337 -2.1273  -0.33
C 3.0758 -1.4434 -2.7585  -1.26
C 1.8579 -1.0338 -2.2496  -0.04
N 1.7549 -0.2615 -1.1626  0.21
C -0.4774 1.5932 2.3848  -0.11
C -1.0786 2.1262 3.5259  -0.72
C -0.2944 2.7533 4.4667  0.01
Cl -1.0195 3.4118 5.8490  -0.10
N -1.1157 0.9179 1.3830  0.12
C -2.4481 0.5473 1.3721  -0.19
O -3.3127 0.9417 2.1151  -0.65
C -2.7040 -0.4833 0.3019  0.59
C -3.9177 -1.1360 0.2377  -0.54
C -4.0646 -2.1743 -0.6722  -0.54
C -2.9892 -2.5179 -1.4777  -0.83
C -1.8163 -1.7911 -1.3741  -0.21
N -1.6734 -0.7841 -0.5105  0.48
H 2.8117 2.4106 3.0481  0.75
H 5.0106 0.1059 -0.4471  0.54
H 5.2074 -1.3328 -2.5078  0.47
H 3.1029 -2.0728 -3.6362  0.45
H 0.9334 -1.3268 -2.7242  0.56
H -2.1438 2.0480 3.6714  0.76
H -4.7057 -0.8406 0.9164  0.56
H -4.9965 -2.7193 -0.7378  0.50
H -3.0507 -3.3359 -2.1813  0.48
H -0.9638 -2.0239 -1.9963  0.33
N -0.6512 0.8722 -2.9702  -0.13
C -1.8500 1.5954 -3.2825  -0.46
C -1.7962 2.9297 -3.6685  -0.01
C -2.9681 3.6309 -3.9130  -0.66
C -4.2019 3.0066 -3.7862  -0.61
C -4.2559 1.6693 -3.4172  -0.74
C -3.0868 0.9654 -3.1567  0.08
H 0.1598 1.4402 -3.1929  0.36
H -0.6009 0.0353 -3.5423  0.37
H -0.8381 3.4207 -3.7803  0.38
H -2.9139 4.6665 -4.2210  0.44
H -5.1120 3.5514 -3.9965  0.45
H -5.2107 1.1653 -3.3416  0.45
H -3.1373 -0.0789 -2.8760  0.34
C -0.7361 5.2842 1.4385  -0.85
N -1.8523 4.5257 0.8829  -0.11
C -1.7451 3.5754 -0.0396  0.60
S -0.1953 3.1459 -0.6627  -0.23
N -2.8501 2.9631 -0.4602  0.60
C -4.1915 3.3112 -0.0162  -1.36
H -0.3341 5.9874 0.7106  0.32
H 0.0592 4.6076 1.7447  0.24
H -1.1030 5.8320 2.3026  0.35
H -2.7797 4.8368 1.1297  0.27
H -2.7601 2.4042 -1.2994  -0.43
H -4.4516 4.3374 -0.2877  0.41
H -4.2872 3.1696 1.0617  0.48
H -4.8926 2.6429 -0.5077  0.32

Cartesian forces, eV/Å:
Ru -0.30 0.03 0.04
Cl 0.02 0.00 0.00
C -0.03 -0.01 -0.01
C -0.01 0.02 0.04
C -0.03 0.00 -0.02
N 0.04 0.00 0.02
C -0.02 -0.04 0.06
O 0.01 0.00 -0.05
C -0.01 0.03 0.02
C -0.02 -0.01 -0.01
C -0.01 0.01 0.01
C 0.01 0.00 0.00
C 0.01 0.01 0.01
N 0.05 0.01 -0.01
C 0.00 0.04 0.07
C 0.02 -0.01 -0.02
C 0.03 0.00 0.00
Cl -0.01 0.00 -0.01
N 0.10 -0.08 0.00
C 0.01 0.04 -0.06
O -0.02 -0.02 0.02
C 0.00 0.03 0.05
C 0.02 -0.01 0.00
C 0.01 0.00 0.00
C 0.00 0.01 0.02
C -0.02 -0.03 -0.01
N 0.08 0.00 -0.08
H 0.00 0.00 0.01
H 0.01 0.00 0.00
H 0.00 -0.01 0.00
H 0.00 0.00 -0.01
H 0.00 -0.01 0.01
H 0.00 0.00 0.00
H 0.00 0.00 0.00
H 0.00 0.00 0.00
H -0.01 0.00 0.00
H 0.00 0.01 0.01
N 0.01 0.04 -0.01
C -0.02 -0.04 0.03
C 0.01 0.01 0.00
C -0.01 -0.01 0.00
C 0.01 -0.01 -0.01
C -0.01 0.02 0.00
C 0.05 0.02 0.02
H -0.01 0.00 -0.05
H 0.00 0.00 0.02
H 0.01 0.01 0.00
H 0.00 0.00 0.00
H 0.00 0.00 0.00
H 0.00 0.00 0.00
H 0.00 -0.02 -0.01
C 0.00 0.00 0.01
N -0.01 0.02 -0.04
C -0.01 -0.02 0.02
S 0.07 -0.03 -0.07
N -0.03 0.02 0.00
C -0.01 -0.02 0.02
H 0.00 0.00 0.00
H 0.00 0.00 0.01
H 0.01 0.01 0.00
H 0.00 -0.01 0.00
H 0.02 0.00 0.00
H 0.00 0.00 -0.01
H 0.00 0.00 0.00
H 0.00 0.01 0.00

The value obtained for the energy relative to the best compared isomer or geometry (same formula, charge and spin) is 0.0 kcal per mole. Its HOMO energy (alpha / beta) is -13.635 / -14.042 eV. As for the HOMO-LUMO gap (alpha / beta): 7.5 / 5.3 eV. The spin multiplicity is 5. The total charge is +2.

Record 3
Below is a molecular structure, C27H25ClF5GeINO2RhTe at a distorted geometry, with properties calculated with ωB97M-V with the def2-TZVPD basis set.

Last column: Mulliken charge in e.
Element x y z (Å)
Rh -0.3534 0.7569 -0.6778  0.12
C 3.5734 1.2097 4.5594  -0.54
C 2.6676 2.1702 4.1485  -0.75
C 2.2284 2.1946 2.8333  -0.58
C 2.7292 1.2584 1.9422  0.56
C 3.6439 0.3060 2.3395  0.00
C 4.0555 0.2706 3.6667  -0.87
Ge 2.0166 1.2940 0.0319  2.48
C 1.4221 3.2805 -0.0212  -0.73
C 2.3824 4.2746 0.0385  -0.02
C 1.9932 5.5977 -0.0972  -0.72
C 0.6587 5.9188 -0.2815  -0.55
C -0.3046 4.9247 -0.3272  -0.79
C 0.0880 3.6047 -0.1842  -0.14
C 3.5383 1.2508 -1.3194  0.16
C 4.7703 0.6581 -1.1167  -0.17
C 5.7716 0.8143 -2.0632  -0.72
C 5.5336 1.5514 -3.2105  -0.53
C 4.2941 2.1325 -3.4192  -1.01
C 3.2936 1.9777 -2.4754  -0.15
H 3.9058 1.1871 5.5877  0.40
H 2.2927 2.9057 4.8456  0.42
H 1.5032 2.9351 2.5232  0.36
H 4.0193 -0.4441 1.6585  0.20
H 4.7424 -0.4987 3.9883  0.43
H 3.4225 4.0205 0.1791  0.45
H 2.7378 6.3772 -0.0526  0.44
H 0.3637 6.9506 -0.3917  0.41
H -1.3457 5.1772 -0.4593  0.44
H -0.6696 2.7937 -0.1844  0.41
H 4.9634 0.0838 -0.2233  0.25
H 6.7384 0.3626 -1.9019  0.46
H 6.3195 1.6844 -3.9380  0.43
H 4.1045 2.7110 -4.3103  0.57
H 2.3233 2.4345 -2.6289  0.48
F -0.0007 -2.0211 2.7534  -0.39
Te 0.6707 -1.8095 0.9418  1.72
F -0.9227 -2.8856 0.7461  -0.34
F 1.4091 -3.4092 0.1307  -0.39
F 2.3078 -1.1136 -0.1124  -0.54
F 2.2453 -2.0802 2.0350  -0.30
O 0.1570 -0.0861 1.1827  -0.91
N 1.6325 -1.8772 -2.5857  -0.03
C 0.6060 -1.2062 -2.1166  0.79
O -0.0557 -1.6442 -1.1049  -0.41
C 0.1661 0.0734 -2.6647  -0.71
I 2.4589 -0.2595 -5.8576  0.06
H 1.9341 -2.7104 -2.0928  0.27
H 2.1545 -1.5478 -3.3883  -0.04
H 0.8959 0.5416 -3.3217  0.03
H -0.8244 0.0121 -3.1200  0.43
Cl -4.2237 -4.9544 -0.2810  -0.14
C -3.7985 -3.3166 -0.4246  0.56
C -3.6322 -2.7466 -1.6957  -0.86
C -3.2601 -1.4342 -1.8068  -0.21
C -3.0276 -0.6333 -0.6568  0.85
C -2.6234 0.7289 -0.7645  -1.58
C -3.2311 -1.2318 0.6141  -0.01
C -3.6224 -2.5402 0.7275  -0.97
H -3.8133 -3.3428 -2.5769  0.46
H -3.1640 -0.9900 -2.7870  0.45
H -2.8199 1.3289 0.1276  0.61
H -2.8491 1.2227 -1.7108  0.61
H -3.0711 -0.6450 1.5076  0.36
H -3.7714 -2.9892 1.6966  0.45

Cartesian forces, eV/Å:
Rh -0.49 -0.63 -2.36
C 0.14 -0.10 0.26
C -0.17 0.28 -0.13
C 0.02 -0.03 0.31
C -0.93 -0.24 -2.07
C 0.37 -0.30 0.47
C 0.09 0.00 -0.32
Ge 3.03 2.01 1.93
C -0.21 -1.76 -0.39
C 0.07 0.00 -0.17
C 0.15 -0.08 0.13
C -0.21 0.06 -0.04
C -0.22 0.10 0.01
C -0.07 -0.28 -0.28
C -1.84 -0.05 0.47
C 0.15 -0.27 0.23
C 0.00 -0.02 0.08
C 0.10 0.02 -0.09
C -0.09 0.05 -0.23
C -0.06 -0.02 -0.10
H -0.02 0.00 0.06
H -0.01 0.01 0.09
H -0.01 0.00 0.00
H -0.11 0.02 -0.01
H 0.07 0.01 0.06
H 0.15 0.00 0.00
H 0.06 0.11 0.01
H -0.03 0.11 0.00
H -0.09 0.05 -0.03
H -0.08 0.40 0.04
H 0.02 -0.05 0.03
H 0.09 -0.03 0.04
H 0.07 -0.01 -0.09
H 0.02 0.11 -0.12
H 0.00 0.12 -0.06
F 0.21 -0.06 -1.11
Te 2.31 -4.40 2.74
F 0.78 0.85 -0.11
F -0.69 0.90 0.47
F -1.44 0.74 0.25
F -1.18 0.24 -0.63
O 0.17 0.28 -0.26
N -0.50 0.07 0.16
C 0.81 -0.75 -0.88
O -0.27 1.12 0.17
C -0.68 0.69 1.09
I 0.13 0.08 0.00
H 0.06 0.07 0.08
H -0.07 0.04 0.05
H -0.11 0.25 0.27
H 0.12 -0.07 -0.02
Cl -0.01 0.00 -0.02
C 0.11 0.50 0.15
C -0.03 0.04 -0.11
C 0.06 0.04 0.07
C 0.40 0.26 -0.01
C -0.98 -0.48 0.09
C -0.01 0.06 -0.08
C -0.17 -0.10 -0.05
H 0.00 -0.07 -0.02
H 0.07 0.03 -0.11
H 0.41 0.05 -0.12
H 0.45 0.03 0.07
H 0.07 0.03 0.08
H 0.03 -0.03 0.07

The value obtained for the energy relative to the best compared isomer or geometry (same formula, charge and spin) is 147.4 kcal per mole. Its HOMO energy (alpha / beta) is -11.343 / -11.343 eV. As for the HOMO-LUMO gap (alpha / beta): 5.2 / 5.2 eV. The spin multiplicity is 2. The total charge is +1.

Record 4
Below is a molecular structure, C27H25MnN4O3S5, with properties calculated with ωB97M-V with the def2-TZVPD basis set.

Last column: Mulliken charge in e.
Element x y z (Å)
Mn 0.2869 0.8612 0.9557  0.21
C -1.7041 -0.0126 -1.2213  -1.04
N -1.7201 0.4936 0.1719  1.34
C -2.2508 -0.5733 1.0603  -0.92
C -1.7851 -0.3654 2.4767  -0.87
N -0.3117 -0.5676 2.5430  0.98
C 0.1951 -0.0880 3.8631  -1.34
C 0.0366 -1.9988 2.4463  -0.61
C -0.7312 -2.9310 3.1309  -0.23
C -0.4272 -4.2870 3.1195  -0.97
C 0.6572 -4.7526 2.4021  -0.76
C 1.4389 -3.8437 1.7087  -0.62
C 1.1584 -2.4759 1.7446  0.66
S 2.4127 -1.4836 1.0404  -0.05
C -2.5537 1.6986 0.2541  -0.39
C -3.8056 1.7327 -0.3507  -0.62
C -4.5780 2.8809 -0.2986  -0.88
C -4.1231 4.0094 0.3719  -0.74
C -2.8999 3.9748 1.0151  -0.70
C -2.1184 2.8249 0.9445  0.87
S -0.6192 2.6785 1.8623  -0.01
H -2.6804 -0.3961 -1.5213  0.54
H -0.9899 -0.8285 -1.2789  -0.04
H -1.3975 0.7805 -1.8961  0.39
H -1.8639 -1.5263 0.6929  0.50
H -3.3422 -0.6176 1.0081  0.54
H -2.3337 -1.0280 3.1445  0.33
H -1.9962 0.6476 2.8217  0.72
H -0.2789 -0.6483 4.6729  0.38
H -0.0219 0.9708 3.9757  0.44
H 1.2722 -0.2273 3.9015  0.39
H -1.5770 -2.6128 3.7220  0.37
H -1.0497 -4.9727 3.6787  0.43
H 0.8956 -5.8068 2.3768  0.43
H 2.2883 -4.1820 1.1306  0.50
H -4.1873 0.8679 -0.8761  0.42
H -5.5442 2.8924 -0.7847  0.43
H -4.7286 4.9046 0.4074  0.42
H -2.5452 4.8312 1.5748  0.51
S 0.6280 4.1230 0.9975  -0.21
C 2.1323 3.3643 1.5629  0.94
S 2.2580 1.6628 1.8639  -0.41
C 3.2042 4.1952 1.6598  0.42
C 3.0748 5.6027 1.4115  -0.20
N 2.9693 6.7246 1.1821  -0.43
C 4.5027 3.6717 1.9754  -0.12
N 5.5357 3.2356 2.2270  -0.43
C 1.3988 -2.7492 -6.3993  -1.48
C 1.5131 -2.0194 -5.0914  0.90
C 0.9435 -2.5350 -3.9298  -1.04
C 1.0306 -1.8601 -2.7232  -0.04
C 1.7080 -0.6486 -2.6909  0.68
C 2.3120 -0.1172 -3.8295  -0.81
C 2.1985 -0.8057 -5.0203  -0.84
S 1.9121 0.2842 -1.2393  1.02
O 3.2858 0.5691 -1.0519  -0.54
O 0.9054 1.3313 -1.1159  -0.51
O 1.3314 -0.6902 -0.0690  0.54
H 1.0497 -3.7702 -6.2589  0.36
H 2.3591 -2.7810 -6.9135  0.39
H 0.6933 -2.2384 -7.0571  0.32
H 0.4340 -3.4897 -3.9655  0.36
H 0.6117 -2.2926 -1.8253  0.23
H 2.8665 0.8109 -3.7798  0.48
H 2.6644 -0.4019 -5.9106  0.41

Cartesian forces, eV/Å:
Mn -0.22 -0.45 -0.02
C 0.00 -0.01 0.02
N 0.13 -0.02 0.05
C -0.09 0.01 -0.06
C 0.03 -0.06 0.05
N 0.10 0.10 0.01
C -0.01 -0.08 -0.02
C -0.04 0.06 0.01
C 0.00 -0.03 -0.01
C 0.00 0.02 0.00
C 0.02 -0.02 -0.01
C -0.10 0.00 0.03
C 0.06 -0.15 0.03
S -0.04 0.05 -0.01
C -0.04 -0.04 -0.08
C -0.02 0.04 0.00
C -0.01 0.01 0.00
C 0.01 -0.01 0.00
C 0.00 -0.03 0.00
C -0.01 -0.05 -0.07
S -0.10 0.35 0.23
H 0.00 -0.01 0.00
H 0.01 -0.02 -0.01
H -0.01 0.01 0.00
H -0.01 -0.01 0.00
H 0.00 0.03 -0.01
H 0.02 0.04 0.05
H 0.01 0.02 -0.04
H 0.01 0.00 0.00
H 0.01 0.01 -0.01
H 0.01 0.00 0.02
H 0.01 -0.02 0.00
H 0.00 0.01 0.00
H 0.00 0.01 0.00
H 0.01 0.01 0.01
H 0.01 0.01 0.01
H 0.00 0.01 0.00
H 0.01 0.00 0.00
H 0.01 -0.01 -0.01
S 0.06 -0.04 0.04
C -0.04 -0.08 -0.20
S 0.02 0.08 0.18
C 0.14 0.15 0.04
C 0.16 -0.18 0.02
N -0.08 0.00 0.01
C -0.17 0.08 -0.05
N 0.00 0.01 0.01
C 0.01 0.01 0.03
C -0.02 -0.04 -0.02
C -0.02 -0.03 0.00
C 0.08 0.05 -0.03
C -0.02 -0.03 -0.13
C -0.07 -0.05 0.00
C 0.01 0.02 -0.03
S -0.04 0.12 0.07
O -0.01 0.03 0.05
O 0.14 0.06 -0.18
O 0.10 0.01 -0.02
H 0.00 0.01 0.01
H 0.00 0.01 0.01
H 0.00 0.00 0.00
H 0.00 0.01 0.00
H 0.00 0.02 0.01
H 0.00 -0.01 0.01
H -0.01 -0.01 0.00

Its HOMO energy (alpha / beta) is -10.547 / -10.604 eV. As for the HOMO-LUMO gap (alpha / beta): 7.1 / 7.1 eV. The spin multiplicity is 2. The total charge is +1.